Here is an isolated ion of composition C2HClNO2 and charge -1 in a non-equilibrium geometry from the OMol25 dataset. Energies are from ωB97M-V/def2-TZVPD.

Each line ends with the Löwdin charge.
Geometry (Å):
H (-0.024, 2.279, 0.060)  0.058
N (-0.462, 1.373, -0.002)  0.115
C (0.104, 0.309, 0.037)  -0.400
Cl (2.250, 0.369, 0.202)  0.066
C (-0.483, -1.167, -0.077)  -0.807
O (-0.272, -1.704, -1.148)  -0.015
O (-1.113, -1.460, 0.928)  -0.016

ΔE to the lowest compared entry with this formula, charge and spin: 109.1 kJ/mol
Multiplicity: 1
E_HOMO: -5.02 eV
Gap between HOMO and LUMO: 8.945 eV
Net charge: -1
Energy: -742.2999 a.u.
F_max: 1.25 eV/Å

=====

Here is one molecule with the formula C14H17N3O3S in a non-equilibrium geometry from the OMol25 dataset. Energies are from ωB97M-V/def2-TZVPD.

Each line ends with the Löwdin charge.
Geometry (Å):
N (-0.735, -2.503, -1.528)  0.029
C (-0.114, -1.523, -0.660)  -0.323
C (0.658, -0.495, -1.533)  -0.122
C (1.500, 0.436, -0.792)  -0.197
C (1.340, 1.839, -0.871)  -0.020
N (2.318, 2.420, -0.089)  0.048
C (3.212, 1.505, 0.387)  -0.195
C (4.456, 1.631, 1.081)  -0.024
C (5.196, 0.437, 1.275)  -0.106
C (4.733, -0.844, 0.853)  -0.110
C (3.544, -0.954, 0.144)  -0.060
C (2.713, 0.174, -0.013)  -0.099
C (-1.065, -0.657, 0.182)  -0.389
O (-0.706, -0.069, 1.205)  0.056
N (-2.326, -0.402, -0.311)  0.103
C (-3.358, 0.312, 0.396)  -0.338
C (-4.353, 0.532, -0.603)  -0.508
S (-5.556, 1.975, -0.456)  0.694
C (-3.920, -0.447, 1.598)  -0.394
O (-5.129, -0.701, 1.688)  0.082
O (-3.005, -0.747, 2.573)  0.124
H (-1.109, -3.292, -0.933)  0.113
H (0.017, -2.836, -2.145)  0.083
H (0.603, -2.039, -0.034)  0.136
H (-0.161, 0.020, -2.032)  0.122
H (1.352, -1.092, -2.221)  0.149
H (0.597, 2.470, -1.310)  0.117
H (2.476, 3.436, -0.071)  0.165
H (4.804, 2.686, 1.382)  0.127
H (6.128, 0.613, 1.786)  0.084
H (5.426, -1.780, 0.860)  0.128
H (3.126, -1.946, -0.141)  0.112
H (-2.658, -1.074, -1.050)  0.164
H (-2.826, 1.200, 0.709)  0.164
H (-3.921, 0.794, -1.540)  0.061
H (-4.899, -0.385, -0.846)  0.099
H (-6.199, 1.681, 0.728)  -0.130
H (-2.158, -0.375, 2.334)  0.055

ΔE to the lowest compared entry with this formula, charge and spin: 157.2 kJ/mol
Multiplicity: 1
E_HOMO: -8.00 eV
Gap between HOMO and LUMO: 8.498 eV
Net charge: 0
Energy: -1331.8634 a.u.
F_max: 4.53 eV/Å

=====

Here is one molecule with the formula C6H13NO in a non-equilibrium geometry from the OMol25 dataset. Energies are from ωB97M-V/def2-TZVPD.

Each line ends with the Löwdin charge.
Geometry (Å):
C (-0.727, -1.771, -1.695)  -0.027
C (-1.162, -0.334, -1.569)  -0.394
O (-1.689, 0.223, -2.534)  0.047
C (-1.021, 0.442, -0.192)  -0.083
C (0.296, 0.315, 0.563)  -0.613
C (1.523, 0.597, -0.308)  -0.041
C (0.209, 1.423, 1.739)  -0.036
N (0.440, -0.991, 1.186)  0.049
H (-0.870, -2.301, -0.753)  0.069
H (-1.338, -2.270, -2.454)  0.084
H (0.320, -1.820, -2.003)  0.082
H (-1.178, 1.491, -0.471)  0.117
H (-1.870, 0.130, 0.426)  0.128
H (1.408, 1.539, -0.852)  0.094
H (2.435, 0.662, 0.297)  0.082
H (1.677, -0.193, -1.049)  0.072
H (-0.129, 0.976, 2.681)  0.069
H (1.197, 1.862, 1.915)  0.068
H (-0.473, 2.247, 1.509)  0.068
H (1.289, -1.036, 1.749)  0.084
H (-0.337, -1.189, 1.816)  0.082

ΔE to the lowest compared entry with this formula, charge and spin: 83.6 kJ/mol
Multiplicity: 1
E_HOMO: -9.21 eV
Gap between HOMO and LUMO: 10.028 eV
Net charge: 0
Energy: -366.4020 a.u.
F_max: 2.30 eV/Å

=====

Here is a 6-piece molecular cluster, C6H23NO6 overall in a non-equilibrium geometry from the OMol25 dataset. Energies are from ωB97M-V/def2-TZVPD.

Each line ends with the Löwdin charge.
Geometry (Å):
C (-0.603, -0.225, -2.594)  -0.108
C (-1.275, -0.686, -1.272)  -0.239
C (-0.538, -0.127, -0.074)  -0.163
C (0.960, -0.054, -0.181)  -0.469
O (1.564, 0.895, -0.615)  0.048
N (1.513, -1.299, 0.105)  -0.132
C (0.831, -2.520, 0.544)  -0.053
C (2.829, -1.664, -0.493)  -0.052
H (0.298, -0.817, -2.928)  0.085
H (-1.203, -0.466, -3.494)  0.075
H (-0.310, 0.816, -2.484)  0.069
H (-1.459, -1.772, -1.465)  0.123
H (-2.255, -0.113, -1.208)  0.083
H (-1.005, 0.900, 0.049)  0.131
H (-0.985, -0.580, 0.833)  0.097
H (0.798, -3.262, -0.290)  0.111
H (1.456, -2.856, 1.399)  0.102
H (-0.079, -2.235, 1.013)  0.060
H (3.521, -0.872, -0.251)  0.075
H (3.293, -2.559, 0.029)  0.096
H (2.864, -1.969, -1.599)  0.112
O (-3.816, 2.245, -0.745)  -0.058
H (-3.535, 1.638, -1.447)  0.059
H (-3.087, 2.800, -0.463)  0.061
O (-0.093, 0.002, 3.763)  -0.043
H (-0.587, 0.110, 4.570)  0.034
H (-0.440, 0.417, 2.973)  0.012
O (2.792, 1.406, 2.399)  -0.052
H (2.329, 0.660, 2.002)  0.000
H (2.061, 2.034, 2.473)  0.037
O (-3.832, 0.199, 0.388)  -0.109
H (-3.514, 0.129, 1.305)  0.045
H (-4.289, 1.079, 0.427)  0.038
O (1.950, 3.344, -0.838)  -0.088
H (1.227, 2.713, -0.755)  -0.010
H (2.618, 2.692, -1.076)  0.021

ΔE to the lowest compared entry with this formula, charge and spin: 268.2 kJ/mol
Multiplicity: 1
E_HOMO: -9.80 eV
Gap between HOMO and LUMO: 9.811 eV
Net charge: 0
Energy: -748.5299 a.u.
F_max: 3.22 eV/Å

=====

Here is one molecule with the formula C30H50 from the OMol25 dataset. Energies are from ωB97M-V/def2-TZVPD.

Each line ends with the Löwdin charge.
Geometry (Å):
C (-1.702, 5.216, -0.977)  -0.072
C (-2.675, 4.114, -0.671)  -0.369
C (-3.586, 4.413, 0.481)  -0.048
C (-2.688, 2.986, -1.373)  -0.098
C (-3.583, 1.804, -1.162)  -0.183
C (-2.950, 0.801, -0.178)  -0.172
C (-3.839, -0.392, 0.028)  -0.298
C (-5.086, -0.148, 0.835)  -0.047
C (-3.545, -1.567, -0.515)  -0.082
C (-4.346, -2.826, -0.393)  -0.182
C (-3.740, -3.762, 0.671)  -0.168
C (-2.335, -4.157, 0.310)  -0.316
C (-2.198, -5.149, -0.812)  -0.050
C (-1.294, -3.619, 0.934)  -0.089
C (0.148, -3.850, 0.611)  -0.184
C (0.721, -2.638, -0.149)  -0.194
C (2.156, -2.852, -0.519)  -0.093
C (3.225, -2.549, 0.209)  -0.302
C (3.186, -1.934, 1.573)  -0.037
C (4.610, -2.790, -0.338)  -0.164
C (5.002, -1.713, -1.369)  -0.185
C (5.097, -0.345, -0.766)  -0.088
C (4.234, 0.657, -0.899)  -0.296
C (2.955, 0.585, -1.679)  -0.030
C (4.508, 1.992, -0.255)  -0.160
C (3.984, 2.072, 1.193)  -0.182
C (2.500, 1.888, 1.283)  -0.098
C (1.568, 2.823, 1.136)  -0.349
C (1.845, 4.267, 0.840)  -0.050
C (0.109, 2.489, 1.242)  -0.059
H (-1.009, 4.925, -1.763)  0.074
H (-2.235, 6.110, -1.301)  0.080
H (-1.133, 5.476, -0.085)  0.070
H (-3.991, 5.420, 0.388)  0.081
H (-3.026, 4.367, 1.416)  0.082
H (-4.412, 3.711, 0.545)  0.064
H (-1.961, 2.866, -2.168)  0.110
H (-4.556, 2.116, -0.781)  0.100
H (-3.745, 1.297, -2.116)  0.117
H (-2.780, 1.308, 0.775)  0.112
H (-1.983, 0.483, -0.572)  0.112
H (-5.962, -0.106, 0.187)  0.088
H (-5.243, -0.943, 1.561)  0.076
H (-5.015, 0.794, 1.372)  0.074
H (-2.624, -1.668, -1.074)  0.107
H (-4.353, -3.340, -1.356)  0.109
H (-5.379, -2.602, -0.122)  0.104
H (-3.744, -3.248, 1.634)  0.112
H (-4.367, -4.654, 0.756)  0.114
H (-1.597, -6.003, -0.502)  0.081
H (-1.713, -4.696, -1.675)  0.084
H (-3.173, -5.516, -1.122)  0.074
H (-1.472, -2.897, 1.722)  0.114
H (0.719, -3.984, 1.533)  0.115
H (0.275, -4.745, 0.001)  0.106
H (0.133, -2.490, -1.058)  0.110
H (0.603, -1.745, 0.468)  0.100
H (2.310, -3.331, -1.479)  0.117
H (2.179, -1.663, 1.874)  0.066
H (3.582, -2.640, 2.304)  0.089
H (3.816, -1.046, 1.592)  0.063
H (5.337, -2.786, 0.476)  0.112
H (4.652, -3.765, -0.829)  0.113
H (5.979, -1.977, -1.783)  0.110
H (4.279, -1.726, -2.184)  0.102
H (5.985, -0.184, -0.166)  0.117
H (2.173, 1.123, -1.146)  0.070
H (2.628, -0.439, -1.829)  0.059
H (3.087, 1.061, -2.652)  0.089
H (4.035, 2.781, -0.843)  0.114
H (5.585, 2.179, -0.235)  0.112
H (4.276, 3.039, 1.610)  0.103
H (4.477, 1.296, 1.782)  0.103
H (2.179, 0.872, 1.468)  0.095
H (2.900, 4.509, 0.930)  0.066
H (1.281, 4.904, 1.520)  0.080
H (1.525, 4.503, -0.175)  0.081
H (-0.041, 1.428, 1.422)  0.072
H (-0.346, 3.046, 2.061)  0.084
H (-0.415, 2.764, 0.327)  0.062

ΔE to the lowest compared entry with this formula, charge and spin: 25.5 kJ/mol
Multiplicity: 1
E_HOMO: -8.31 eV
Gap between HOMO and LUMO: 9.079 eV
Net charge: 0
Energy: -1173.0241 a.u.
F_max: 0.40 eV/Å

=====

Here is one molecule with the formula C16H20N2O2S2 in a non-equilibrium geometry from the OMol25 dataset. Energies are from ωB97M-V/def2-TZVPD.

Each line ends with the Löwdin charge.
Geometry (Å):
C (-4.213, -2.067, 1.598)  -0.079
C (-3.703, -0.916, 0.687)  -0.466
N (-2.501, -0.388, 0.532)  0.087
C (-2.509, 0.576, -0.290)  -0.411
C (-1.277, 1.224, -0.620)  -0.119
C (-1.065, 2.108, -1.649)  0.059
C (0.289, 2.570, -1.759)  -0.075
C (1.237, 2.464, -0.890)  -0.084
C (0.949, 1.484, 0.029)  -0.218
S (2.412, 0.803, 1.020)  0.732
O (3.437, 1.713, 1.138)  -0.260
O (1.964, 0.347, 2.508)  -0.408
N (2.871, -0.661, 0.526)  -0.280
C (3.555, -0.293, -0.895)  0.050
C (3.710, -2.009, -1.509)  -0.104
C (2.422, -2.464, -1.776)  -0.221
C (1.245, -2.046, -0.822)  -0.236
C (0.084, -2.994, -0.380)  -0.006
C (2.112, -1.626, 0.521)  -0.326
C (-0.180, 0.682, 0.238)  0.026
C (-3.738, 0.841, -0.931)  -0.283
S (-5.100, -0.063, -0.169)  1.000
H (-4.828, -2.709, 0.982)  0.069
H (-4.921, -1.842, 2.415)  0.085
H (-3.530, -2.401, 2.256)  0.027
H (-1.830, 2.389, -2.212)  0.073
H (0.421, 3.320, -2.300)  0.042
H (2.315, 2.675, -1.203)  0.164
H (2.818, 0.141, -1.405)  0.044
H (4.509, 0.010, -0.644)  0.082
H (4.262, -1.602, -2.491)  0.159
H (4.268, -2.465, -0.963)  -0.002
H (2.015, -2.192, -2.746)  0.111
H (2.433, -3.699, -1.747)  0.177
H (0.783, -1.185, -1.077)  0.061
H (-0.585, -2.589, 0.171)  0.005
H (-0.309, -3.300, -1.318)  0.079
H (0.612, -3.822, -0.332)  0.027
H (1.279, -1.437, 1.499)  0.199
H (2.625, -2.407, 0.944)  0.107
H (-0.353, 0.290, 1.221)  0.111
H (-4.061, 1.717, -1.260)  0.000

ΔE to the lowest compared entry with this formula, charge and spin: 1293.7 kJ/mol
Multiplicity: 1
E_HOMO: -8.66 eV
Gap between HOMO and LUMO: 8.247 eV
Net charge: 0
Energy: -1677.5763 a.u.
F_max: 15.14 eV/Å